1.
{"formula": "C44H132O22", "method": "wB97M-V/def2-TZVPD", "elements": ["C", "C", "O", "H", "H", "H", "H", "H", "H", "C", "C", "O", "H", "H", "H", "H", "H", "H", "C", "C", "O", "H", "H", "H", "H", "H", "H", "C", "C", "O", "H", "H", "H", "H", "H", "H", "C", "C", "O", "H", "H", "H", "H", "H", "H", "C", "C", "O", "H", "H", "H", "H", "H", "H", "C", "C", "O", "H", "H", "H", "H", "H", "H", "C", "C", "O", "H", "H", "H", "H", "H", "H", "C", "C", "O", "H", "H", "H", "H", "H", "H", "C", "C", "O", "H", "H", "H", "H", "H", "H", "C", "C", "O", "H", "H", "H", "H", "H", "H", "C", "C", "O", "H", "H", "H", "H", "H", "H", "C", "C", "O", "H", "H", "H", "H", "H", "H", "C", "C", "O", "H", "H", "H", "H", "H", "H", "C", "C", "O", "H", "H", "H", "H", "H", "H", "C", "C", "O", "H", "H", "H", "H", "H", "H", "C", "C", "O", "H", "H", "H", "H", "H", "H", "C", "C", "O", "H", "H", "H", "H", "H", "H", "C", "C", "O", "H", "H", "H", "H", "H", "H", "C", "C", "O", "H", "H", "H", "H", "H", "H", "C", "C", "O", "H", "H", "H", "H", "H", "H", "C", "C", "O", "H", "H", "H", "H", "H", "H"], "positions_angstrom": [[-8.26, -6.85, -3.24], [-8.37, -6.52, -1.79], [-9.63, -6.68, -1.19], [-7.26, -6.80, -3.69], [-8.99, -6.35, -3.84], [-8.57, -7.89, -3.48], [-8.14, -5.41, -1.61], [-7.68, -7.13, -1.27], [-10.05, -7.30, -1.77], [-0.91, -0.85, -5.14], [-2.31, -0.61, -4.59], [-2.18, 0.41, -3.62], [-0.46, 0.05, -5.58], [-0.99, -1.62, -5.94], [-0.18, -1.30, -4.43], [-2.69, -1.53, -4.13], [-2.95, -0.24, -5.38], [-2.91, 0.38, -3.01], [-2.50, 2.64, -7.06], [-1.52, 3.75, -6.69], [-2.24, 4.56, -5.77], [-3.35, 3.23, -7.39], [-2.71, 2.08, -6.16], [-2.24, 2.03, -7.90], [-1.32, 4.32, -7.61], [-0.66, 3.33, -6.26], [-2.14, 4.13, -4.91], [-3.42, 4.66, -2.01], [-2.28, 3.71, -2.13], [-1.18, 4.08, -3.00], [-4.12, 4.81, -2.88], [-3.19, 5.69, -1.76], [-4.12, 4.31, -1.23], [-2.77, 2.78, -2.54], [-1.82, 3.41, -1.16], [-0.71, 3.34, -3.39], [0.12, -3.55, 6.86], [-0.71, -3.85, 5.61], [-0.06, -3.46, 4.40], [0.55, -2.52, 6.71], [0.93, -4.25, 6.84], [-0.39, -3.50, 7.76], [-1.67, -3.29, 5.67], [-0.96, -4.90, 5.63], [0.90, -3.55, 4.39], [8.20, -3.31, 4.35], [8.64, -3.33, 2.95], [7.58, -3.91, 2.13], [7.25, -2.86, 4.57], [8.82, -2.78, 5.00], [8.23, -4.34, 4.76], [9.57, -3.95, 2.90], [8.77, -2.25, 2.55], [7.97, -3.96, 1.24], [-2.42, -5.07, -2.39], [-1.13, -5.53, -1.71], [-0.43, -4.55, -0.95], [-3.26, -4.95, -1.81], [-2.67, -5.72, -3.25], [-2.34, -4.07, -2.86], [-0.32, -5.76, -2.42], [-1.37, -6.42, -1.09], [-0.91, -4.33, -0.13], [-0.32, 7.53, -3.87], [-0.26, 7.56, -2.34], [-0.05, 6.28, -1.73], [-0.70, 8.48, -4.21], [-0.96, 6.69, -4.19], [0.68, 7.38, -4.32], [-1.24, 8.03, -1.96], [0.52, 8.19, -1.90], [-0.45, 5.57, -2.31], [-6.04, 2.19, 2.52], [-5.68, 3.19, 1.43], [-4.59, 2.75, 0.65], [-6.22, 1.22, 2.05], [-6.86, 2.53, 3.14], [-5.13, 2.03, 3.14], [-5.59, 4.18, 1.81], [-6.46, 3.27, 0.72], [-3.76, 3.17, 1.02], [-2.48, 3.50, 3.93], [-2.14, 4.81, 3.13], [-2.52, 4.62, 1.72], [-2.49, 2.68, 3.23], [-3.45, 3.50, 4.47], [-1.68, 3.39, 4.66], [-1.13, 5.02, 3.18], [-2.74, 5.64, 3.56], [-1.99, 5.25, 1.19], [4.06, 0.25, 4.14], [3.41, 1.43, 3.43], [2.41, 0.93, 2.56], [3.39, -0.36, 4.71], [4.77, 0.64, 4.78], [4.51, -0.42, 3.38], [4.09, 2.12, 2.94], [2.92, 2.07, 4.18], [1.74, 1.63, 2.34], [4.62, -0.52, 0.41], [3.99, -0.34, -0.97], [2.76, -1.11, -1.00], [4.11, 0.16, 1.12], [5.63, -0.07, 0.30], [4.70, -1.60, 0.69], [4.64, -0.71, -1.70], [3.76, 0.81, -1.15], [2.61, -1.49, -0.11], [3.62, 4.69, -3.06], [3.29, 5.85, -2.15], [2.40, 5.36, -1.15], [4.05, 3.85, -2.47], [4.41, 4.93, -3.79], [2.74, 4.24, -3.56], [2.84, 6.68, -2.75], [4.19, 6.23, -1.68], [1.63, 5.95, -1.24], [-0.30, -1.20, 0.56], [0.50, -2.13, 1.43], [1.95, -1.76, 1.52], [0.25, -1.05, -0.48], [-0.43, -0.24, 1.04], [-1.28, -1.65, 0.33], [0.47, -3.21, 1.17], [0.14, -2.05, 2.42], [2.01, -0.85, 1.83], [2.95, -4.67, -2.59], [3.22, -4.71, -1.12], [2.22, -5.47, -0.47], [2.07, -4.04, -2.78], [2.78, -5.66, -2.94], [3.75, -4.15, -3.14], [3.29, -3.67, -0.80], [4.18, -5.24, -0.95], [1.42, -4.95, -0.54], [5.43, 6.09, 2.24], [4.79, 4.93, 1.55], [3.38, 5.16, 1.48], [6.49, 5.89, 2.34], [5.08, 6.17, 3.30], [5.17, 7.03, 1.77], [4.97, 3.98, 2.11], [5.19, 4.79, 0.54], [3.10, 5.45, 0.60], [-0.76, -6.74, 1.70], [-1.98, -5.90, 1.94], [-1.81, -4.49, 1.57], [-0.21, -6.55, 0.80], [-0.92, -7.79, 1.85], [0.03, -6.45, 2.46], [-2.39, -5.98, 2.92], [-2.69, -6.28, 1.19], [-1.33, -4.03, 2.25], [-4.68, -1.31, -1.64], [-4.46, -0.26, -0.58], [-3.59, 0.70, -1.07], [-3.73, -1.86, -1.91], [-4.98, -0.80, -2.53], [-5.45, -2.07, -1.46], [-4.05, -0.68, 0.39], [-5.44, 0.18, -0.39], [-3.96, 1.52, -0.73], [2.30, 1.28, -4.51], [1.29, 1.75, -3.48], [-0.01, 1.97, -4.00], [2.45, 1.93, -5.46], [2.17, 0.26, -4.89], [3.29, 1.25, -4.01], [1.62, 2.68, -3.03], [1.27, 0.98, -2.68], [-0.62, 1.29, -3.75], [-2.68, -0.70, 3.24], [-1.68, 0.00, 4.16], [-0.90, -0.95, 4.96], [-2.16, -1.22, 2.41], [-3.34, 0.04, 2.67], [-3.34, -1.39, 3.85], [-2.16, 0.64, 4.93], [-1.10, 0.71, 3.53], [-0.53, -1.59, 4.36], [3.23, -5.42, 3.13], [3.72, -3.98, 3.52], [2.62, -3.10, 3.72], [2.73, -5.81, 4.03], [4.09, -6.18, 2.96], [2.53, -5.34, 2.28], [4.32, -3.65, 2.65], [4.34, -3.94, 4.46], [2.45, -2.60, 2.99], [0.97, 2.47, -0.34], [0.17, 3.17, 0.71], [0.83, 3.31, 1.99], [1.77, 3.07, -0.61], [0.32, 2.37, -1.25], [1.25, 1.47, -0.06], [-0.81, 2.65, 0.93], [0.02, 4.18, 0.38], [1.56, 3.95, 1.98]], "total_charge": 0, "energy_ev": -92807.93049, "multiplicity": 1}


2.
{"formula": "C44H28F5KN11PSe", "method": "wB97M-V/def2-TZVPD", "elements": ["K", "C", "C", "C", "C", "C", "N", "C", "C", "C", "C", "C", "C", "C", "C", "N", "C", "N", "C", "N", "C", "N", "C", "N", "C", "N", "C", "C", "C", "C", "C", "C", "C", "C", "C", "C", "C", "C", "C", "C", "N", "H", "H", "H", "H", "H", "H", "H", "H", "H", "H", "H", "H", "H", "H", "H", "H", "C", "N", "C", "N", "C", "N", "C", "P", "C", "C", "H", "H", "H", "H", "H", "H", "H", "H", "H", "H", "H", "H", "F", "C", "C", "F", "C", "F", "C", "Se", "C", "F", "C", "F"], "positions_angstrom": [[0.84, 0.45, 0.86], [5.63, -1.64, -3.03], [5.19, -2.92, -2.69], [3.97, -3.11, -2.08], [3.19, -2.00, -1.82], [1.91, -1.82, -1.14], [1.26, -2.84, -0.60], [0.15, -2.70, 0.10], [-0.62, -3.84, 0.59], [-0.46, -5.21, 0.51], [-1.42, -6.03, 1.08], [-2.54, -5.48, 1.69], [-2.73, -4.11, 1.76], [-1.76, -3.29, 1.22], [-1.60, -1.84, 1.10], [-2.51, -0.99, 1.56], [-2.42, 0.32, 1.39], [-1.49, 1.03, 0.73], [-1.80, 2.33, 0.77], [-1.12, 3.35, 0.27], [0.00, 3.22, -0.41], [0.57, 2.08, -0.85], [1.75, 2.36, -1.43], [2.64, 1.50, -1.91], [2.54, 0.19, -1.77], [1.57, -0.52, -1.18], [3.61, -0.71, -2.20], [4.84, -0.53, -2.80], [1.98, 3.80, -1.39], [3.04, 4.61, -1.77], [2.98, 5.96, -1.49], [1.86, 6.51, -0.87], [0.78, 5.71, -0.50], [0.86, 4.35, -0.75], [-3.04, 2.52, 1.53], [-3.77, 3.63, 1.92], [-4.91, 3.42, 2.69], [-5.33, 2.14, 3.02], [-4.61, 1.03, 2.63], [-3.45, 1.23, 1.90], [-0.48, -1.56, 0.43], [6.61, -1.53, -3.48], [5.83, -3.77, -2.91], [3.62, -4.10, -1.81], [0.40, -5.63, 0.00], [-1.30, -7.10, 1.05], [-3.28, -6.15, 2.12], [-3.62, -3.68, 2.21], [5.17, 0.46, -3.08], [3.91, 4.17, -2.25], [3.80, 6.61, -1.75], [1.84, 7.57, -0.66], [-0.09, 6.12, -0.01], [-3.45, 4.62, 1.65], [-5.48, 4.27, 3.04], [-6.24, 2.02, 3.60], [-4.93, 0.02, 2.89], [-3.85, -0.36, -3.88], [-3.64, -1.08, -2.64], [-2.97, -2.34, -2.92], [-1.76, -2.21, -3.71], [-2.05, -1.44, -4.91], [-2.64, -0.14, -4.65], [-1.72, 0.73, -3.94], [-1.11, 0.12, -2.24], [-2.86, -0.29, -1.70], [-0.72, -1.58, -2.93], [-4.31, 0.61, -3.65], [-4.55, -0.95, -4.49], [-3.67, -2.98, -3.47], [-2.71, -2.81, -1.97], [-2.76, -2.02, -5.52], [-1.12, -1.31, -5.47], [-2.20, 1.70, -3.80], [-0.84, 0.88, -4.58], [-3.38, 0.66, -1.52], [-2.82, -0.84, -0.76], [-0.47, -2.24, -2.10], [0.18, -1.47, -3.56], [5.14, 0.51, 8.77], [4.43, 0.46, 7.61], [3.22, -0.23, 7.56], [2.76, -0.84, 8.67], [2.50, -0.27, 6.38], [1.34, -0.94, 6.37], [2.94, 0.36, 5.19], [1.92, 0.30, 3.65], [4.17, 1.04, 5.29], [4.67, 1.66, 4.21], [4.90, 1.09, 6.46], [6.08, 1.75, 6.52]], "total_charge": -2, "energy_ev": -167023.86927, "multiplicity": 1}